Record 1
Below is C18H31N2O3PRuTe as an isolated structure at a distorted geometry, with properties calculated with ωB97M-V with the def2-TZVPD basis set.

Element x y z (Å)
Ru1 -0.09 0.63 -0.71
C1 -0.48 1.43 2.21
N1 -0.12 0.22 1.43
C2 1.23 -0.21 1.88
C3 -1.12 -0.84 1.67
C4 -0.99 -1.98 0.69
N2 -1.11 -1.51 -0.71
C5 -0.45 -2.46 -1.62
C6 -2.52 -1.34 -1.10
H1 -0.40 1.22 3.28
H2 -1.49 1.74 1.98
H3 0.21 2.24 1.96
H4 1.20 -0.46 2.94
H5 1.94 0.60 1.73
H6 1.57 -1.07 1.31
H7 -2.11 -0.39 1.60
H8 -1.00 -1.22 2.69
H9 -1.76 -2.73 0.90
H10 -0.02 -2.47 0.80
H11 -0.87 -3.46 -1.51
H12 0.62 -2.50 -1.40
H13 -0.59 -2.14 -2.65
H14 -3.06 -2.29 -1.02
H15 -2.57 -0.99 -2.13
H16 -3.01 -0.61 -0.47
C7 -1.52 1.90 -0.68
C8 -2.28 2.86 -0.90
C9 -3.13 3.94 -1.10
C10 -2.67 5.26 -0.88
C11 -3.49 6.32 -1.18
C12 -4.77 6.09 -1.68
C13 -5.26 4.79 -1.87
C14 -4.45 3.72 -1.58
H17 -1.69 5.42 -0.46
H18 -3.14 7.34 -1.03
H19 -5.41 6.93 -1.93
H20 -6.26 4.63 -2.23
H21 -4.80 2.70 -1.72
C15 2.16 4.49 -1.26
C16 2.81 3.34 -1.98
O1 2.41 2.10 -1.29
P1 2.23 0.73 -2.03
O2 1.86 -0.30 -0.97
Te1 0.20 1.00 -3.34
O3 3.50 0.32 -2.80
C17 3.98 0.81 -4.11
C18 4.79 -0.29 -4.74
H22 2.32 5.41 -1.84
H23 2.60 4.63 -0.27
H24 1.09 4.32 -1.16
H25 3.89 3.38 -1.95
H26 2.48 3.29 -3.02
H27 4.57 1.70 -3.92
H28 3.11 1.08 -4.71
H29 5.65 -0.54 -4.12
H30 5.16 0.06 -5.71
H31 4.19 -1.18 -4.90

The value obtained for the frontier orbital gap (spin up / spin down) is 8.3 / 6.0 eV. As for the energy above the lowest of the compared OMol25 structures with the same formula, charge and spin: 0.000 eV. Its molar mass is 583.101 g/mol. The largest force on an atom comes out at 1.2 eV Å⁻¹. The total charge is +2. The spin multiplicity is 5.

=====

Record 2
Below is an isolated ion of composition C3H5F2NO4P and charge -1 at a distorted geometry, with properties calculated with ωB97M-V with the def2-TZVPD basis set.

Element x y z (Å)
N1 2.37 -1.43 -0.07
C1 2.29 0.10 -0.05
C2 1.11 0.70 0.00
O1 1.11 2.04 0.24
O2 -0.04 -0.10 -0.13
P1 -1.47 0.67 -0.49
O3 -1.62 1.98 0.15
O4 -1.90 0.46 -1.89
C3 -2.25 -0.64 0.61
F1 -3.61 -0.46 0.58
F2 -2.15 -1.94 0.21
H1 3.01 -1.70 -0.83
H2 1.43 -1.82 -0.25
H3 3.32 0.50 0.04
H4 0.26 2.34 0.32
H5 -1.86 -0.69 1.56

The value obtained for the frontier orbital gap is 8.3 eV. As for the energy above the lowest of the compared OMol25 structures with the same formula, charge and spin: 0.000 eV. Its molar mass is 188.046 g/mol. The largest force on an atom comes out at 4.0 eV Å⁻¹. The total charge is -1.

=====

Record 3
Below is a 2-piece molecular cluster, C4H12S overall at a distorted geometry, with properties calculated with ωB97M-V with the def2-TZVPD basis set.

Element x y z (Å)
C1 -1.57 -0.99 -3.23
C2 -1.65 0.51 -3.28
H1 -1.96 -1.42 -2.30
H2 -2.13 -1.53 -4.01
H3 -0.51 -1.31 -3.25
H4 -1.12 0.92 -2.42
H5 -2.68 0.89 -3.19
H6 -1.25 0.92 -4.21
C3 2.06 0.51 1.04
C4 -0.35 0.75 2.26
S1 0.84 -0.55 1.86
H7 1.60 1.03 0.20
H8 2.49 1.20 1.77
H9 2.87 -0.09 0.63
H10 -0.90 0.39 3.12
H11 -1.05 1.02 1.48
H12 0.20 1.62 2.59

The value obtained for the frontier orbital gap (spin up / spin down) is 1.9 / 8.1 eV. As for the energy above the lowest of the compared OMol25 structures with the same formula, charge and spin: 0.260 eV. Its molar mass is 92.207 g/mol. The largest force on an atom comes out at 1.2 eV Å⁻¹. The total charge is -1. The spin multiplicity is 2.

=====

Record 4
Below is one molecule with the formula C27H30N4O2, with properties calculated with ωB97M-V with the def2-TZVPD basis set.

Element x y z (Å)
C1 2.20 0.78 4.03
N1 2.80 0.43 2.77
C2 4.17 0.85 2.56
C3 4.34 2.34 2.58
C4 3.32 3.21 2.21
C5 3.56 4.57 2.24
C6 4.81 5.02 2.64
N2 5.79 4.21 2.99
C7 5.56 2.91 2.97
C8 2.16 -0.17 1.75
O1 2.71 -0.43 0.69
C9 0.69 -0.52 1.92
C10 -0.15 0.39 0.97
C11 -0.73 1.51 1.81
O2 -0.03 2.37 2.32
N3 -2.06 1.47 2.05
C12 -3.00 0.55 1.46
C13 -2.27 -0.71 1.02
N4 -1.16 -0.29 0.20
C14 -0.65 -1.27 -0.75
C15 -1.19 -0.95 -2.16
C16 -2.70 -1.05 -2.16
C17 -3.49 0.09 -2.12
C18 -4.87 -0.01 -2.09
C19 -5.48 -1.25 -2.10
C20 -4.70 -2.40 -2.16
C21 -3.32 -2.30 -2.19
C22 -0.62 -1.81 -3.26
C23 -0.95 -1.49 -4.57
C24 -0.50 -2.25 -5.63
C25 0.31 -3.35 -5.40
C26 0.65 -3.68 -4.10
C27 0.18 -2.92 -3.03
H1 1.35 1.45 3.89
H2 1.88 -0.11 4.58
H3 2.95 1.30 4.63
H4 4.47 0.46 1.58
H5 4.82 0.39 3.32
H6 2.35 2.83 1.92
H7 2.78 5.27 1.96
H8 5.04 6.08 2.68
H9 6.39 2.28 3.27
H10 0.34 -0.43 2.95
H11 0.57 -1.55 1.60
H12 0.54 0.85 0.25
H13 -2.43 2.25 2.59
H14 -3.48 1.01 0.59
H15 -3.77 0.32 2.20
H16 -1.95 -1.29 1.90
H17 -2.95 -1.32 0.43
H18 -0.95 -2.29 -0.46
H19 0.44 -1.22 -0.78
H20 -0.92 0.09 -2.37
H21 -3.02 1.06 -2.11
H22 -5.47 0.89 -2.05
H23 -6.55 -1.33 -2.08
H24 -5.17 -3.37 -2.18
H25 -2.71 -3.19 -2.24
H26 -1.59 -0.63 -4.76
H27 -0.76 -1.98 -6.64
H28 0.67 -3.94 -6.22
H29 1.28 -4.54 -3.90
H30 0.46 -3.20 -2.03

The value obtained for the frontier orbital gap is 9.4 eV. As for the energy above the lowest of the compared OMol25 structures with the same formula, charge and spin: 0.385 eV. Its molar mass is 442.563 g/mol. The largest force on an atom comes out at 0.5 eV Å⁻¹.

=====

Question: Look up the energy above the lowest of the compared OMol25 structures with the same formula, charge and spin of the fourth one.
Answer: 0.385 eV